{"formula": "C4H22N2O6S", "method": "the ωB97M-V functional and the def2-TZVPD basis", "de_lowest_ev": 1.183, "homo_energy_ev": -8.6797, "lumo_energy_ha": 0.010, "gap_ev": 8.965, "energy_ha": -1124.68271, "smiles": "N[C@H](CS)CNCO.O.O.O.O.O", "elements": ["N", "C", "C", "S", "C", "N", "C", "O", "H", "H", "H", "H", "H", "H", "H", "H", "H", "H", "H", "H", "O", "H", "H", "O", "H", "H", "O", "H", "H", "O", "H", "H", "O", "H", "H"], "positions_angstrom": [[-1.534, -2.520, 0.363], [-1.815, -1.147, -0.052], [-1.855, -0.928, -1.589], [-2.499, 0.743, -1.957], [-0.496, -0.394, 0.390], [-0.635, 0.680, 1.374], [-0.952, 0.421, 2.796], [-0.314, 1.396, 3.632], [-0.576, -2.810, 0.258], [-2.159, -3.163, -0.119], [-2.665, -0.725, 0.481], [-2.584, -1.664, -1.964], [-0.901, -1.140, -2.036], [-1.391, 1.471, -2.064], [0.330, -1.008, 0.767], [-0.028, 0.137, -0.467], [-1.390, 1.302, 1.094], [-2.005, 0.694, 2.928], [-0.620, -0.541, 3.153], [-0.424, 2.240, 3.193], [0.958, -3.006, 0.608], [1.418, -3.472, 1.312], [1.696, -2.444, 0.265], [1.877, 0.144, -2.657], [2.380, 0.884, -3.026], [1.422, 0.735, -2.029], [2.091, 2.612, -1.752], [1.687, 2.806, -0.882], [1.457, 3.157, -2.241], [0.444, 3.148, 0.434], [0.998, 3.200, 1.241], [0.145, 2.223, 0.421], [2.564, -1.093, -0.251], [3.395, -0.810, -0.596], [1.980, -1.128, -1.027]], "mulliken_charge": [-0.669, 0.387, -0.843, -0.190, 0.223, -0.509, -0.525, -0.555, 0.301, 0.251, 0.402, 0.426, 0.344, 0.069, 0.687, -1.057, 0.475, 0.335, 0.307, 0.279, -0.646, 0.292, 0.351, -0.666, 0.301, 0.395, -0.717, 0.293, 0.348, -0.814, 0.321, 0.476, -0.711, 0.315, 0.322]}

=====

{"formula": "C5H14N2O2", "method": "the ωB97M-V functional and the def2-TZVPD basis", "de_lowest_ev": 4.413, "homo_energy_ev": -7.8020, "lumo_energy_ha": 0.031, "gap_ev": 8.645, "energy_ha": -458.77542, "smiles": "CC[C@](C)(N)[C@H](O)NO", "elements": ["C", "C", "C", "C", "N", "C", "O", "N", "O", "H", "H", "H", "H", "H", "H", "H", "H", "H", "H", "H", "H", "H", "H"], "positions_angstrom": [[2.080, 0.000, -1.119], [0.798, -0.783, -0.970], [-0.114, -0.258, 0.580], [0.640, -0.166, 1.899], [-1.260, -1.198, 0.706], [-0.612, 1.112, 0.098], [-1.678, 1.650, 0.874], [-1.043, 0.985, -1.296], [-2.164, 0.114, -1.492], [2.711, -0.458, -1.891], [2.645, 0.022, -0.186], [1.893, 1.032, -1.427], [0.324, -0.943, -1.940], [0.987, -1.803, -0.636], [1.431, 0.591, 1.858], [1.109, -1.124, 2.151], [-0.016, 0.123, 2.735], [-0.915, -2.121, 0.964], [-1.856, -0.889, 1.485], [0.200, 1.842, 0.140], [-2.479, 1.505, 0.346], [-0.582, 1.294, -2.146], [-2.095, -0.528, -0.733]], "mulliken_charge": [-1.075, -0.594, 1.333, -1.786, -0.722, -1.026, -0.554, -0.206, -0.438, 0.373, 0.257, 0.271, 0.383, 0.426, 0.388, 0.393, 0.399, 0.293, 0.259, 0.487, 0.456, 0.224, 0.460]}

=====

{"formula": "C3H4O2", "method": "the ωB97M-V functional and the def2-TZVPD basis", "de_lowest_ev": 0.861, "homo_energy_ev": -10.5765, "lumo_energy_ha": 0.032, "gap_ev": 11.437, "energy_ha": -267.16113, "elements": ["C", "C", "C", "H", "H", "H", "H", "O", "O"], "positions_angstrom": [[-0.306, 0.738, -0.816], [0.509, -0.470, -0.393], [-0.116, -0.202, 0.987], [1.626, -0.407, -0.538], [0.137, -1.342, -1.040], [-0.841, -0.811, 1.552], [0.498, 0.264, 1.680], [-0.531, 1.356, -1.778], [-0.975, 0.873, 0.346]], "mulliken_charge": [0.530, -0.257, -0.274, 0.247, 0.192, 0.206, 0.220, -0.517, -0.347]}

=====

{"formula": "C19H27NO3SiSr", "method": "the ωB97M-V functional and the def2-TZVPD basis", "de_lowest_ev": 5.143, "homo_energy_ev": -13.5644, "total_charge": 2, "lumo_energy_ha": -0.327, "gap_ev": 4.661, "energy_ha": -1340.04563, "elements": ["C", "Si", "C", "C", "O", "C", "C", "C", "C", "C", "O", "C", "C", "C", "C", "C", "C", "C", "C", "N", "C", "C", "C", "O", "H", "H", "H", "H", "H", "H", "H", "H", "H", "H", "H", "H", "H", "H", "H", "H", "H", "H", "H", "H", "H", "H", "H", "H", "H", "H", "H", "Sr"], "positions_angstrom": [[-2.659, -2.914, -3.757], [-1.040, -3.815, -3.277], [-1.252, -5.720, -3.253], [0.223, -3.439, -4.702], [-0.357, -3.330, -1.750], [-1.302, -3.475, -0.660], [-1.514, -2.007, -0.031], [-0.511, -1.638, 1.166], [0.473, -2.534, 1.692], [1.451, -2.006, 2.868], [1.843, -2.722, 3.812], [1.844, -0.449, 2.744], [3.226, 0.125, 3.105], [3.471, 1.661, 2.890], [2.379, 2.638, 2.342], [2.697, 4.207, 2.131], [1.340, 5.082, 1.906], [0.897, 5.050, 0.355], [-0.693, 5.029, 0.125], [-1.488, 5.540, 1.302], [0.984, 2.052, 1.973], [0.748, 0.539, 2.180], [-0.651, -0.136, 1.785], [-1.787, 0.451, 1.983], [-2.636, -2.731, -4.899], [-2.817, -1.894, -3.266], [-3.592, -3.577, -3.588], [-2.065, -6.016, -3.997], [-1.464, -6.113, -2.203], [-0.265, -6.171, -3.646], [0.164, -4.318, -5.451], [-0.098, -2.504, -5.293], [1.294, -3.317, -4.324], [-1.013, -4.271, 0.103], [-2.287, -3.847, -1.148], [-1.273, -1.262, -0.884], [-2.626, -1.782, 0.242], [0.607, -3.581, 1.272], [4.064, -0.535, 3.523], [4.522, 2.054, 3.142], [3.190, 4.609, 3.084], [3.393, 4.252, 1.216], [0.539, 4.639, 2.610], [1.520, 6.149, 2.303], [1.439, 5.881, -0.236], [1.320, 4.060, -0.074], [-1.021, 5.665, -0.783], [-1.044, 3.954, -0.132], [-2.176, 6.257, 0.997], [-2.096, 4.736, 1.560], [0.146, 2.711, 1.554], [-4.049, -1.237, 1.389]], "mulliken_charge": [-0.981, 0.674, -0.962, -1.116, -0.390, -0.509, 0.421, 0.756, -0.335, -0.061, -0.464, 0.323, -0.687, -0.610, 0.461, -0.711, -0.647, -0.700, -0.409, -0.549, 0.181, 0.020, 0.486, -0.674, 0.355, 0.219, 0.301, 0.336, 0.261, 0.283, 0.308, 0.316, 0.291, 0.351, 0.337, 0.329, -1.333, 0.349, 0.378, 0.362, 0.411, 0.359, 0.339, 0.440, 0.360, 0.273, 0.368, 0.113, 0.276, 0.179, 0.061, 1.861]}

=====

{"formula": "C16H10Br2NO7PdS2", "method": "the ωB97M-V functional and the def2-TZVPD basis", "homo_energy_ev": -11.9144, "total_charge": 1, "lumo_energy_ha": -0.283, "gap_ev": 4.203, "energy_ha": -7269.03872, "elements": ["Pd", "O", "S", "O", "O", "C", "C", "C", "C", "C", "C", "S", "O", "O", "O", "H", "H", "H", "H", "C", "C", "C", "C", "C", "C", "Br", "C", "C", "Br", "C", "O", "C", "N", "H", "H", "H", "H", "H", "H"], "positions_angstrom": [[0.384, 0.611, -1.489], [0.282, 2.927, -2.054], [-0.427, 2.993, -0.785], [-1.197, 4.151, -0.490], [-1.257, 1.696, -0.744], [0.785, 2.764, 0.554], [0.341, 3.360, 1.730], [1.023, 3.234, 2.930], [2.193, 2.503, 2.969], [2.668, 1.916, 1.807], [1.999, 2.016, 0.592], [2.844, 1.027, -0.688], [4.215, 0.935, -0.324], [2.511, 1.580, -1.992], [2.112, -0.321, -0.633], [-0.559, 3.957, 1.687], [0.644, 3.722, 3.817], [2.752, 2.402, 3.890], [3.607, 1.380, 1.827], [-0.529, -0.889, -3.750], [-0.941, -1.604, -2.513], [-1.646, -2.804, -2.572], [-2.012, -3.446, -1.417], [-1.672, -2.878, -0.183], [-2.015, -3.491, 1.074], [-2.922, -5.078, 1.103], [-1.696, -2.955, 2.333], [-1.016, -1.778, 2.403], [-0.559, -1.016, 3.980], [-0.600, -1.024, 1.143], [-0.026, 0.009, 1.244], [-0.967, -1.665, -0.182], [-0.615, -1.060, -1.310], [-0.845, -1.432, -4.636], [0.558, -0.771, -3.776], [-0.972, 0.111, -3.771], [-1.896, -3.217, -3.538], [-2.555, -4.379, -1.461], [-1.993, -3.484, 3.227]], "mulliken_charge": [0.076, -0.587, 1.577, -0.660, -0.668, 0.537, -0.786, -0.692, -0.717, -0.807, 0.480, 1.598, -0.663, -0.591, -0.681, 0.524, 0.443, 0.446, 0.528, -1.274, 0.927, -1.127, -0.716, 0.698, 0.482, 0.003, -0.576, -0.225, 0.088, 0.289, 0.225, 0.585, -0.266, 0.430, 0.369, 0.359, 0.476, 0.407, 0.488]}

=====

{"formula": "C31H20FN2O4S", "method": "the ωB97M-V functional and the def2-TZVPD basis", "homo_energy_ev": -3.6417, "total_charge": -1, "lumo_energy_ha": 0.007, "gap_ev": 3.845, "energy_ha": -2101.87511, "elements": ["C", "C", "F", "N", "N", "C", "S", "H", "H", "H", "H", "C", "C", "C", "C", "C", "C", "C", "O", "C", "C", "C", "C", "C", "C", "C", "O", "H", "H", "H", "H", "H", "H", "H", "H", "C", "C", "C", "C", "C", "C", "C", "O", "C", "C", "C", "C", "C", "C", "C", "O", "H", "H", "H", "H", "H", "H", "H", "H"], "positions_angstrom": [[-1.860, -6.030, 6.953], [-3.015, -5.242, 6.364], [-2.371, -4.048, 5.739], [-3.896, -4.913, 7.337], [-5.281, -4.853, 6.774], [-5.854, -5.877, 6.597], [-6.362, -7.277, 6.037], [-2.268, -6.791, 7.592], [-1.258, -5.380, 7.569], [-1.265, -6.477, 6.167], [-3.451, -5.804, 5.540], [3.361, 0.744, 0.395], [3.886, -0.325, 1.113], [3.074, -1.059, 1.958], [1.735, -0.724, 2.098], [1.211, 0.361, 1.394], [2.029, 1.087, 0.534], [-0.216, 0.762, 1.567], [-0.670, 1.706, 0.944], [-1.056, -0.012, 2.514], [-2.370, 0.380, 2.727], [-3.172, -0.337, 3.598], [-2.671, -1.455, 4.255], [-1.360, -1.851, 4.051], [-0.544, -1.129, 3.189], [0.872, -1.545, 3.004], [1.329, -2.515, 3.566], [3.996, 1.312, -0.272], [4.931, -0.585, 1.010], [3.475, -1.894, 2.514], [1.626, 1.921, -0.022], [-2.759, 1.248, 2.213], [-4.194, -0.027, 3.766], [-3.294, -2.024, 4.931], [-0.980, -2.719, 4.569], [2.792, 4.077, -8.545], [1.914, 5.132, -8.318], [1.119, 5.141, -7.186], [1.189, 4.091, -6.281], [2.055, 3.023, -6.520], [2.862, 3.026, -7.649], [2.116, 1.862, -5.584], [2.874, 0.939, -5.793], [1.218, 1.869, -4.397], [1.217, 0.776, -3.541], [0.399, 0.769, -2.426], [-0.420, 1.861, -2.153], [-0.428, 2.951, -3.006], [0.382, 2.958, -4.134], [0.337, 4.127, -5.056], [-0.375, 5.082, -4.826], [3.419, 4.075, -9.427], [1.853, 5.947, -9.025], [0.439, 5.960, -7.002], [3.539, 2.202, -7.823], [1.857, -0.069, -3.753], [0.400, -0.086, -1.764], [-1.050, 1.858, -1.277], [-1.064, 3.800, -2.799]], "mulliken_charge": [-1.411, 0.473, -0.284, -0.631, -0.275, 0.321, -0.424, 0.372, 0.302, 0.342, 0.223, -0.643, -0.509, -0.546, 0.197, 0.313, -0.542, 0.602, -0.740, 0.187, -0.478, -0.688, -0.383, -0.615, 0.060, 0.412, -0.653, 0.428, 0.393, 0.490, 0.630, 0.468, 0.397, 0.493, 0.723, -0.459, -0.461, -0.559, 0.209, 0.184, -0.572, 0.522, -0.668, 0.350, -0.782, -0.442, -0.422, -0.752, 0.318, 0.493, -0.664, 0.396, 0.395, 0.472, 0.473, 0.485, 0.500, 0.494, 0.485]}

=====

Repeat the third record exactly.
{"formula": "C3H4O2", "method": "the ωB97M-V functional and the def2-TZVPD basis", "de_lowest_ev": 0.861, "homo_energy_ev": -10.5765, "lumo_energy_ha": 0.032, "gap_ev": 11.437, "energy_ha": -267.16113, "elements": ["C", "C", "C", "H", "H", "H", "H", "O", "O"], "positions_angstrom": [[-0.306, 0.738, -0.816], [0.509, -0.470, -0.393], [-0.116, -0.202, 0.987], [1.626, -0.407, -0.538], [0.137, -1.342, -1.040], [-0.841, -0.811, 1.552], [0.498, 0.264, 1.680], [-0.531, 1.356, -1.778], [-0.975, 0.873, 0.346]], "mulliken_charge": [0.530, -0.257, -0.274, 0.247, 0.192, 0.206, 0.220, -0.517, -0.347]}